No. 1
One molecule with the formula C5H9N, computed with ωB97M-V/def2-TZVPD.

The geometry in XYZ format:
```
15
Properties=species:S:1:pos:R:3:forces:R:3
C -0.3820 1.5454 -0.3141 0.037 0.016 -0.044
C -0.4155 0.1630 0.3406 -0.026 -0.005 -0.019
C -0.7097 -0.9544 -0.6808 -0.113 -0.009 -0.092
C 0.9148 -0.0940 1.1172 0.024 -0.046 0.018
C 1.8404 -0.7037 0.1589 0.038 -0.538 -0.781
N 2.1756 -1.3021 -0.7732 0.780 0.599 1.003
H -0.2232 2.3354 0.4306 0.009 -0.146 -0.125
H -1.3293 1.7560 -0.8218 0.156 -0.065 0.050
H 0.4217 1.6059 -1.0569 -0.089 0.002 0.064
H -1.2009 0.1780 1.1095 0.090 -0.087 -0.213
H -1.4352 -0.6123 -1.4214 -0.202 -0.030 0.222
H -1.0987 -1.8489 -0.1791 0.028 0.138 -0.141
H 0.1848 -1.2572 -1.2560 -0.713 0.283 0.345
H 0.7714 -0.8079 1.9378 0.005 0.129 -0.156
H 1.3035 0.8374 1.5465 -0.024 -0.241 -0.129
```
Forces are in eV/Å.

Properties
- Kohn-Sham gap: 0.4479 Ha
- Multiplicity: 1
- HOMO level: -0.41419 Eh
- SMILES: CC(C)CC#N
- Electronic energy: -6820.535 eV
- Total charge: 0
- Largest force on an atom: 1.4 eV/Å
- Relative energy (zero: lowest compared OMol25 entry of this formula, charge and spin): 0.4598 eV

No. 2
An isolated ion of composition C6H4F3N2O4 and charge -1, computed with ωB97M-V/def2-TZVPD.

The geometry in XYZ format:
```
19
Properties=species:S:1:pos:R:3:forces:R:3
C 0.4421 0.5797 1.4079 -2.950 3.441 0.347
C -0.1271 -1.2991 0.0390 -0.633 -0.147 -2.535
C 0.1173 -1.4735 2.5580 -0.213 -1.023 1.172
C -0.0133 1.6936 1.7136 2.236 -0.591 0.245
C 0.7185 0.6789 -1.4277 -1.175 -0.010 -1.534
C -0.4282 1.5908 -2.0697 -0.157 1.885 1.125
N 0.2665 -0.7187 1.1749 0.637 -1.038 2.270
N -0.3528 -0.5767 -1.0667 0.511 -1.311 2.370
O -0.1275 -0.8081 3.5536 0.504 -0.345 -1.664
O -0.3225 -2.6248 0.0066 -0.116 1.844 -0.598
O 0.2697 -2.7083 2.3943 -0.234 0.336 0.001
O 1.6466 0.3168 -2.1699 0.372 -0.240 -1.139
F 0.0877 2.8263 -2.5029 -0.408 -1.762 -0.065
F -1.0572 0.9540 -3.0358 0.494 -0.191 -1.693
F -1.4987 1.9816 -1.2938 1.010 -0.138 0.650
H 0.9896 0.9589 -0.4568 -0.016 1.008 1.307
H 0.1149 2.7322 2.0688 -0.332 -1.215 -0.577
H -0.5696 -1.1808 -1.8366 0.064 -0.153 -0.550
H -0.1560 -2.9226 0.9431 0.406 -0.349 0.870
```
Forces are in eV/Å.

Properties
- Kohn-Sham gap: 0.3198 Ha
- Multiplicity: 1
- HOMO level: -0.19091 Eh
- Electronic energy: -25609.045 eV
- Total charge: -1
- Largest force on an atom: 4.5 eV/Å

No. 3
C18H20BCaF4N3O4 as an isolated structure, computed with ωB97M-V/def2-TZVPD.

The geometry in XYZ format:
```
51
Properties=species:S:1:pos:R:3:forces:R:3
Ca -0.7645 1.8577 2.1363 -0.244 -0.035 -0.030
C 2.1295 -1.1832 3.9759 0.043 0.041 -0.106
C 1.0686 -0.6342 3.0724 0.140 -0.091 0.087
N 1.2844 0.3767 2.3026 -0.086 0.128 0.097
O 2.5854 0.8827 2.4437 0.074 0.058 -0.016
C -0.2824 -1.2055 3.0913 -0.137 -0.015 -0.126
C -0.6198 -2.5421 3.6762 0.028 0.020 -0.049
N -1.1721 -0.4137 2.5605 0.059 0.104 0.003
O -2.4179 -0.7058 2.4490 -0.077 -0.179 -0.068
H 2.3754 -0.4254 4.7224 0.004 -0.002 -0.004
H 3.0460 -1.3855 3.4226 -0.004 0.001 -0.002
H 1.7979 -2.0872 4.4769 -0.017 0.002 0.001
H 2.4818 1.8196 2.2253 0.020 -0.036 0.008
H 0.0214 -3.3365 3.2859 -0.009 0.016 0.014
H -1.6558 -2.7632 3.4262 -0.010 0.001 -0.006
H -0.5279 -2.5476 4.7652 -0.004 0.008 -0.014
C 2.1316 0.1112 -1.0387 0.072 0.152 -0.083
O 1.3247 0.1299 -2.2225 0.102 0.149 0.174
C 0.9492 -1.0957 -2.6715 -0.103 -0.117 -0.016
C 1.5840 -1.6393 -3.7767 0.024 -0.050 -0.066
C 1.1898 -2.8701 -4.2797 0.063 0.030 -0.041
C 0.1539 -3.5672 -3.6784 -0.067 -0.051 0.036
C -0.5011 -3.0202 -2.5856 -0.055 -0.006 0.013
C -0.1197 -1.7825 -2.0873 0.009 0.017 0.136
N -0.7906 -1.2587 -0.9371 0.042 0.085 -0.280
C -1.3118 -0.0540 -0.7384 -0.004 -0.277 -0.001
C -1.5439 1.0005 -1.6135 -0.125 0.248 0.171
C -1.5615 0.8904 -3.0381 0.010 -0.011 0.051
C -2.0225 1.9077 -3.8047 -0.019 0.030 -0.097
C -2.4852 3.1032 -3.1877 -0.003 -0.016 0.019
C -2.4714 3.2687 -1.8390 0.024 0.015 0.034
C -1.9537 2.2473 -0.9808 0.087 -0.179 -0.096
O -1.8349 2.4451 0.2667 0.083 -0.237 -0.063
H 2.2832 1.1519 -0.7622 -0.001 -0.027 0.024
H 3.0994 -0.3529 -1.2390 -0.007 -0.024 -0.042
H 1.6402 -0.4095 -0.2199 -0.073 -0.045 0.069
H 2.3909 -1.0755 -4.2287 -0.027 -0.020 0.021
H 1.6965 -3.2855 -5.1418 -0.016 0.013 0.031
H -0.1535 -4.5302 -4.0644 -0.004 0.031 0.019
H -1.3312 -3.5397 -2.1210 0.024 -0.002 -0.014
H -0.8837 -1.8900 -0.1548 0.016 -0.042 0.056
H -1.6582 0.0407 0.2852 -0.107 0.156 0.001
H -1.2463 -0.0305 -3.5078 -0.002 0.001 0.005
H -2.0581 1.8118 -4.8818 0.008 0.000 0.036
H -2.8585 3.9047 -3.8150 0.008 -0.020 0.014
H -2.8125 4.1829 -1.3717 0.009 -0.010 -0.004
F 1.0296 4.7773 4.1635 -0.152 -0.222 -0.129
B 0.3912 3.7665 3.5373 0.112 0.133 0.140
F 0.3984 2.5190 4.2170 0.064 0.032 0.134
F -0.9845 3.9952 3.2468 0.032 0.111 -0.029
F 0.9703 3.4406 2.2390 0.192 0.134 -0.010
```
Forces are in eV/Å.

Properties
- Kohn-Sham gap: 0.2519 Ha
- Multiplicity: 1
- HOMO level: -0.28850 Eh
- Electronic energy: -61642.259 eV
- Total charge: 0
- Largest force on an atom: 0.3 eV/Å
- Relative energy (zero: lowest compared OMol25 entry of this formula, charge and spin): 0.0000 eV

No. 4
C27H25N2O3PRe as an isolated structure, computed with ωB97M-V/def2-TZVPD.

The geometry in XYZ format:
```
59
Properties=species:S:1:pos:R:3:forces:R:3
Re 0.2025 -0.2071 -0.1572 -0.407 -0.174 0.110
N -0.3143 1.9862 -0.2569 0.015 0.153 -0.076
C 0.8818 2.6694 -0.7802 -0.032 -0.016 -0.083
C 2.1012 2.0312 -0.1406 0.054 -0.051 0.116
O 3.1087 2.6594 0.0911 0.035 -0.011 -0.045
N 1.9101 0.6925 0.1518 0.170 0.220 0.054
C 2.7500 0.1005 1.1845 -0.048 -0.054 -0.008
C 1.8077 -0.4143 2.2855 0.007 0.114 -0.114
O 2.2140 -0.8068 3.3507 -0.007 -0.036 0.043
O 0.5443 -0.3740 1.9205 0.134 -0.098 0.099
H -1.1336 2.1823 -0.8201 0.008 -0.032 -0.021
H -0.5181 2.3015 0.6881 -0.026 0.018 -0.015
H 0.9036 3.7415 -0.5895 -0.002 -0.008 0.023
H 0.9226 2.5020 -1.8574 -0.014 0.026 -0.009
H 3.4624 0.8167 1.5878 -0.017 0.009 0.019
H 3.2954 -0.7600 0.7924 0.031 0.019 -0.005
C -5.7203 -1.7869 -1.3711 0.010 0.009 0.001
C -4.5168 -1.6520 -2.0460 -0.008 -0.003 0.001
C -3.3504 -1.3862 -1.3423 -0.020 0.015 -0.003
C -3.3770 -1.2558 0.0432 -0.004 0.021 -0.015
C -4.5908 -1.3966 0.7157 -0.014 -0.040 0.014
C -5.7551 -1.6587 0.0113 0.007 0.001 0.003
P -1.8077 -1.0193 0.9414 0.087 -0.060 -0.116
C -2.2922 -0.1207 2.4363 0.020 -0.021 0.035
C -1.7471 -0.4341 3.6774 -0.001 -0.003 0.033
C -2.0720 0.3317 4.7881 0.000 -0.008 -0.013
C -2.9275 1.4168 4.6650 -0.003 0.002 -0.013
C -3.4624 1.7417 3.4253 -0.002 0.005 0.015
C -3.1462 0.9746 2.3148 -0.013 0.028 -0.023
C -1.3052 -2.7071 1.3616 0.072 -0.007 -0.050
C -1.9994 -3.5374 2.1980 0.003 0.001 0.004
C -1.5871 -4.8751 2.3663 0.000 0.002 0.001
C -0.5143 -5.3511 1.6672 0.000 0.007 0.004
C 0.2143 -4.5186 0.7824 0.003 -0.007 0.005
C 1.3167 -5.0059 0.0375 0.005 0.021 -0.010
C 1.9915 -4.1780 -0.8122 -0.021 -0.021 0.025
C 1.6125 -2.8226 -0.9381 0.009 0.019 -0.014
C 0.5712 -2.2731 -0.2226 -0.013 -0.142 -0.046
C -0.1657 -3.1640 0.6353 -0.076 0.077 0.036
H -6.6309 -1.9902 -1.9195 0.000 -0.003 0.000
H -4.4814 -1.7519 -3.1231 -0.005 -0.001 0.000
H -2.4154 -1.2823 -1.8747 0.012 0.003 0.008
H -4.6307 -1.2967 1.7933 0.003 -0.004 -0.007
H -6.6914 -1.7639 0.5440 -0.002 -0.002 -0.003
H -1.0456 -1.2521 3.7676 -0.014 -0.001 0.000
H -1.6402 0.0855 5.7491 -0.002 -0.002 0.000
H -3.1749 2.0132 5.5336 0.001 0.001 0.001
H -4.1298 2.5878 3.3241 0.001 0.000 0.000
H -3.5806 1.2203 1.3513 0.010 0.005 0.015
H -2.8708 -3.1748 2.7317 0.000 -0.002 0.002
H -2.1309 -5.5231 3.0411 -0.001 0.002 -0.001
H -0.2032 -6.3829 1.7822 0.002 0.001 -0.003
H 1.6099 -6.0427 0.1524 0.000 0.000 -0.001
H 2.8300 -4.5546 -1.3849 0.000 0.003 0.001
H 2.1830 -2.1932 -1.6153 -0.002 0.001 0.005
C -0.1872 -0.2108 -2.2554 0.056 0.018 -0.034
H -0.9226 0.5221 -2.6111 0.019 0.026 0.018
H -0.4492 -1.1741 -2.6976 -0.021 -0.015 0.043
H 0.7811 0.0535 -2.7107 -0.001 -0.009 -0.006
```
Forces are in eV/Å.

Properties
- Kohn-Sham gap (spin up / spin down): 0.2570 / 0.2703 Ha
- Multiplicity: 2
- Expectation value of S²: 0.76
- HOMO level (spin up / spin down): -0.28519 / -0.28585 Eh
- Electronic energy: -48947.278 eV
- Total charge: 0
- Largest force on an atom: 0.5 eV/Å
- Relative energy (zero: lowest compared OMol25 entry of this formula, charge and spin): 0.1255 eV